[1]
{
  "formula": "C3H11N3",
  "method": "ωB97M-V with the def2-TZVPD basis set",
  "homo_lumo_gap_ev": 10.3,
  "largest_force_ev_per_a": 2.2,
  "lumo_energy_ev": 0.937,
  "spin_multiplicity": 1,
  "smiles": "[H]/N=C/N.CCN",
  "species": ["H", "N", "C", "N", "H", "H", "H", "C", "C", "N", "H", "H", "H", "H", "H", "H", "H"],
  "coordinates": [[1.36573, -0.09487, 1.30650], [1.99965, -0.70507, 0.79649], [2.05551, -0.23753, -0.37644], [3.07262, -0.35564, -1.31689], [1.15051, 0.26449, -0.77553], [3.86186, 0.26299, -1.34183], [3.11043, -1.07932, -2.01265], [-2.10133, 0.68793, 1.54794], [-1.89190, -0.10948, 0.26826], [-2.54405, 0.43052, -0.94692], [-2.98554, 0.35842, 2.10973], [-1.33713, 0.55461, 2.32501], [-2.23579, 1.74196, 1.31570], [-0.81889, -0.09975, 0.02220], [-2.15219, -1.15343, 0.38283], [-3.54372, 0.47818, -0.78063], [-2.21563, 1.37983, -1.07780]]
}



[2]
{
  "formula": "C39H40BBrN6O4Re",
  "method": "ωB97M-V with the def2-TZVPD basis set",
  "homo_lumo_gap_ev": [7.7, 6.9],
  "largest_force_ev_per_a": 1.6,
  "lumo_energy_ev": [-4.971, -5.502],
  "s_squared": 0.76,
  "total_charge": 2,
  "spin_multiplicity": 2,
  "species": ["Re", "C", "C", "C", "C", "C", "Br", "N", "C", "H", "H", "H", "H", "H", "H", "O", "C", "N", "C", "C", "O", "N", "C", "C", "C", "C", "C", "C", "C", "C", "C", "C", "C", "C", "H", "H", "H", "H", "H", "H", "H", "H", "H", "H", "H", "C", "C", "C", "N", "H", "H", "H", "H", "H", "C", "C", "C", "C", "C", "C", "C", "C", "O", "B", "O", "C", "C", "H", "H", "H", "H", "H", "H", "H", "H", "H", "H", "H", "H", "N", "C", "C", "C", "C", "C", "N", "H", "H", "H", "H", "H", "H"],
  "coordinates": [[-0.30678, 1.12598, 1.04479], [5.06184, 2.04106, -0.41973], [4.08162, 1.27881, 0.43392], [4.48280, 0.26026, 1.29561], [3.54944, -0.43150, 2.05481], [2.23393, -0.06508, 1.91611], [0.81344, -0.93528, 2.81933], [1.81547, 0.90679, 1.12894], [2.73303, 1.57451, 0.39748], [5.65265, 2.72480, 0.19058], [4.55356, 2.62218, -1.18902], [5.75792, 1.35842, -0.90808], [5.53479, 0.00264, 1.37650], [3.83103, -1.23252, 2.72481], [2.35063, 2.37322, -0.23125], [0.20702, -1.63241, -1.93685], [0.04459, -0.35406, -2.04288], [0.10984, 0.23667, -3.21670], [0.08597, 1.71172, -3.05238], [-0.15583, 1.73892, -1.53612], [-0.30010, 2.65583, -0.72965], [-0.12479, 0.50628, -1.02771], [1.46681, 2.33572, -3.30062], [2.51962, 1.60608, -3.84283], [3.74885, 2.21973, -4.07566], [3.92973, 3.55736, -3.75725], [2.87686, 4.28586, -3.20591], [1.65019, 3.68074, -2.98064], [-1.03951, 2.33898, -3.85678], [-0.78397, 2.88596, -5.10687], [-1.83106, 3.38757, -5.86853], [-3.13094, 3.34858, -5.38070], [-3.38836, 2.80353, -4.12719], [-2.34456, 2.29813, -3.36820], [0.20686, -0.25274, -4.09468], [2.40490, 0.55807, -4.09509], [4.55786, 1.64714, -4.51578], [4.88206, 4.03804, -3.95099], [3.01142, 5.33445, -2.96209], [0.82723, 4.25984, -2.57006], [0.22920, 2.93131, -5.48874], [-1.62927, 3.81040, -6.84620], [-3.94445, 3.74299, -5.97689], [-4.40402, 2.76842, -3.74494], [-2.55574, 1.86816, -2.39118], [-0.60354, 6.06703, 2.53736], [0.00816, 4.98587, 3.44546], [-0.14077, 3.63676, 2.87364], [-0.25804, 2.59125, 2.42062], [-0.40042, 7.04981, 2.96054], [-1.68523, 5.94093, 2.46295], [-0.17134, 6.02511, 1.53671], [-0.46357, 4.99116, 4.42731], [1.07219, 5.16172, 3.60448], [1.45618, -6.89583, 3.40342], [-0.02149, -6.99270, 2.97640], [-0.20510, -8.22118, 2.07260], [-0.86846, -7.17449, 4.23837], [-0.41479, -5.73776, 2.19244], [-1.56858, -5.00961, 2.48628], [-1.92588, -3.84628, 1.79651], [-1.08108, -3.45101, 0.79812], [-1.17413, -2.33261, -0.04558], [-0.09267, -2.48029, -0.86562], [0.68804, -3.56422, -0.61090], [0.03692, -4.17814, 0.46736], [0.40402, -5.31107, 1.13453], [1.70312, -7.72999, 4.06317], [1.65318, -5.96433, 3.94296], [2.13489, -6.94885, 2.54694], [0.14666, -9.11846, 2.59054], [0.36506, -8.12339, 1.14230], [-1.25925, -8.36769, 1.81535], [-0.45999, -7.99633, 4.82951], [-1.90557, -7.42815, 4.00121], [-0.86114, -6.27853, 4.86799], [-2.23076, -5.35501, 3.26964], [-2.83154, -3.29955, 2.03948], [1.29364, -5.85853, 0.83931], [-2.81067, 3.24983, 0.30151], [-3.31034, 2.08087, 0.78375], [-4.69318, 1.93864, 0.98963], [-5.18995, 0.76340, 1.47434], [-4.31368, -0.29173, 1.75790], [-2.98601, -0.08881, 1.54814], [-2.45383, 1.07605, 1.07314], [-3.45310, 3.94463, -0.03693], [-1.86130, 3.30099, -0.02426], [-5.34508, 2.77439, 0.75677], [-6.25502, 0.65039, 1.63759], [-4.66680, -1.23843, 2.14588], [-2.27151, -0.86738, 1.74644]]
}



What did the first record say?
{
  "formula": "C3H11N3",
  "method": "ωB97M-V with the def2-TZVPD basis set",
  "homo_lumo_gap_ev": 10.3,
  "largest_force_ev_per_a": 2.2,
  "lumo_energy_ev": 0.937,
  "spin_multiplicity": 1,
  "smiles": "[H]/N=C/N.CCN",
  "species": ["H", "N", "C", "N", "H", "H", "H", "C", "C", "N", "H", "H", "H", "H", "H", "H", "H"],
  "coordinates": [[1.36573, -0.09487, 1.30650], [1.99965, -0.70507, 0.79649], [2.05551, -0.23753, -0.37644], [3.07262, -0.35564, -1.31689], [1.15051, 0.26449, -0.77553], [3.86186, 0.26299, -1.34183], [3.11043, -1.07932, -2.01265], [-2.10133, 0.68793, 1.54794], [-1.89190, -0.10948, 0.26826], [-2.54405, 0.43052, -0.94692], [-2.98554, 0.35842, 2.10973], [-1.33713, 0.55461, 2.32501], [-2.23579, 1.74196, 1.31570], [-0.81889, -0.09975, 0.02220], [-2.15219, -1.15343, 0.38283], [-3.54372, 0.47818, -0.78063], [-2.21563, 1.37983, -1.07780]]
}